w | The following is a quantum chemistry calculation of a single C3H2N2 molecule, from OMol25.

Properties
HOMO ... -9.35 eV
SMILES string ... N#CN1C=C1
Orbital gap ... 9.989 eV

```
! RIJCOSX wB97M-V def2-TZVPD def2/J DEFGRID3
* xyz 0 1
N 2.55 0.00 0.42
C 1.46 0.00 0.03
N 0.31 0.00 -0.62
C -0.91 0.64 -0.05
C -0.91 -0.64 -0.05
H -1.25 1.63 0.13
H -1.25 -1.63 0.14
*
```

These are the Löwdin partial charges, in e, on atoms 1 to 2: N 0.13; C -0.35

---

x | The following is a quantum chemistry calculation of a molecular structure, C3H2N2, from OMol25.

Properties
HOMO (alpha / beta) ... -8.80 / -8.87 eV
Orbital gap (alpha / beta) ... 7.739 / 8.591 eV

```
! RIJCOSX wB97M-V def2-TZVPD def2/J DEFGRID3
* xyz 0 1
C -0.51 -0.71 0.02
C 0.88 -0.95 -0.04
C 0.88 0.96 0.02
N 1.78 -0.03 0.03
N -0.48 0.66 0.01
H -1.34 -1.31 0.13
H -1.21 1.36 -0.18
*
```

These are the Löwdin partial charges, in e, on atoms 1 to 2: C -0.12; C -0.08

---

According to the calculations, the structures order from most to least stable as w, x.

---

w | The following is a quantum chemistry calculation of 3 unconnected molecules or ions with the total composition C3H14N2O2, from OMol25.

Properties
⟨S²⟩ ... 0.750
HOMO (alpha / beta) ... 1.14 / -6.15 eV
Orbital gap (alpha / beta) ... 2.194 / 9.362 eV

```
! RIJCOSX wB97M-V def2-TZVPD def2/J DEFGRID3
* xyz -1 2
C 2.64 -1.42 0.03
C 2.02 0.00 -0.12
N 0.95 0.30 0.83
C -0.16 -0.76 0.73
N -1.47 -0.66 1.32
H 1.94 -2.19 -0.28
H 3.60 -1.48 -0.50
H 2.73 -1.62 1.09
H 1.70 0.21 -1.16
H 2.89 0.61 0.23
H 1.27 0.19 1.78
H -0.31 -0.86 -0.36
H 0.36 -1.62 1.13
H -2.11 -0.38 0.58
H -1.65 0.14 1.92
H -4.82 0.31 -2.80
H -4.35 0.84 -1.45
O -4.08 0.81 -2.39
H -0.24 2.95 -0.83
H -0.22 1.91 0.25
O -0.70 2.72 -0.01
*
```

These are the Löwdin partial charges, in e, on atoms 1 to 2: C -0.15; C -0.33

---

x | The following is a quantum chemistry calculation of 3 unconnected molecules or ions with the total composition C3H14N2O2, from OMol25.

Properties
⟨S²⟩ ... 0.750
HOMO (alpha / beta) ... 0.99 / -6.19 eV
Orbital gap (alpha / beta) ... 2.359 / 9.456 eV

```
! RIJCOSX wB97M-V def2-TZVPD def2/J DEFGRID3
* xyz -1 2
C 0.53 -2.07 1.20
C 0.56 -0.97 0.07
N 0.14 0.33 0.64
C -0.50 1.10 -0.41
N -0.55 2.53 -0.18
H -0.41 -1.95 1.73
H 0.69 -3.04 0.88
H 1.38 -1.75 1.93
H -0.16 -1.24 -0.74
H 1.48 -0.98 -0.36
H -0.47 0.06 1.40
H 0.20 0.97 -1.34
H -1.31 0.53 -0.66
H 0.45 2.78 -0.16
H -0.74 2.48 0.77
H -3.68 -1.69 -2.78
H -2.68 -0.62 -2.59
O -3.35 -1.12 -2.08
H 3.46 1.35 1.40
H 2.18 1.35 0.38
O 2.79 1.94 0.88
*
```

These are the Löwdin partial charges, in e, on atoms 1 to 2: C -0.12; C -0.35

---

According to the calculations, the structures order from most to least stable as w, x.

---

w | The following is a quantum chemistry calculation of 2 unconnected molecules or ions with the total composition C3H12N, from OMol25.

Properties
HOMO ... -15.47 eV
Orbital gap ... 11.373 eV

```
! RIJCOSX wB97M-V def2-TZVPD def2/J DEFGRID3
* xyz 1 1
N 1.52 -1.55 0.88
H 0.58 -1.91 0.67
H 1.64 -1.64 1.89
H 2.21 -2.09 0.35
H 1.51 -0.56 0.57
C 0.49 1.14 -0.76
C -0.98 1.12 -0.37
C -1.50 -0.26 0.02
H 1.18 1.03 0.10
H 0.77 2.08 -1.23
H 0.70 0.32 -1.46
H -1.55 1.56 -1.18
H -1.12 1.78 0.49
H -2.53 -0.20 0.34
H -1.54 -0.92 -0.84
H -0.94 -0.64 0.86
*
```

These are the Löwdin partial charges, in e, on atoms 1 to 2: N 0.33; H 0.13

---

x | The following is a quantum chemistry calculation of 2 unconnected molecules or ions with the total composition C3H12N, from OMol25.

Properties
HOMO ... -14.71 eV
Orbital gap ... 10.077 eV

```
! RIJCOSX wB97M-V def2-TZVPD def2/J DEFGRID3
* xyz 1 1
N -2.75 -0.33 0.83
H -3.22 0.42 1.39
H -2.16 -0.90 1.44
H -2.29 0.49 0.40
H -3.39 -0.85 0.24
C 0.41 -0.10 -1.33
C 0.99 -0.20 0.08
C 2.33 0.54 0.19
H 1.25 -0.19 -2.04
H -0.39 -0.81 -1.52
H 0.05 0.94 -1.36
H 0.17 0.27 0.68
H 1.10 -1.26 0.34
H 2.71 0.57 1.20
H 2.16 1.54 -0.19
H 3.00 -0.14 -0.36
*
```

These are the Löwdin partial charges, in e, on atoms 1 to 2: N 0.32; H 0.18

---

According to the calculations, the structures order from most to least stable as w, x.

---

w | The following is a quantum chemistry calculation of a single C3H2S2 molecule, from OMol25.

Properties
HOMO ... -8.84 eV
SMILES string ... S=C=CC=S
Orbital gap ... 8.064 eV

```
! RIJCOSX wB97M-V def2-TZVPD def2/J DEFGRID3
* xyz 0 1
S 2.62 0.89 0.03
C 1.04 0.88 0.05
C -0.25 0.66 0.05
C -0.76 -0.91 0.03
S 0.26 -2.15 0.04
H -1.02 1.53 0.04
H -1.88 -0.90 -0.25
*
```

These are the Löwdin partial charges, in e, on atoms 1 to 2: S 0.77; C -0.75

---

x | The following is a quantum chemistry calculation of a single C3H2S2 molecule, from OMol25.

Properties
HOMO ... -8.53 eV
Orbital gap ... 8.124 eV

```
! RIJCOSX wB97M-V def2-TZVPD def2/J DEFGRID3
* xyz 0 1
C -0.46 -0.96 -0.31
C 0.65 -1.58 -0.11
C 0.55 0.23 0.13
S -2.08 -0.13 -0.32
S -0.75 1.47 -0.23
H 0.66 0.27 1.26
H 1.44 0.70 -0.42
*
```

These are the Löwdin partial charges, in e, on atoms 1 to 2: C -0.69; C 0.09

---

According to the calculations, the structures order from most to least stable as w, x.

---

w | The following is a quantum chemistry calculation of 2 unconnected molecules or ions with the total composition C2H6, from OMol25.

Properties
HOMO (alpha / beta) ... -8.81 / -8.82 eV
Orbital gap (alpha / beta) ... 9.249 / 9.261 eV

```
! RIJCOSX wB97M-V def2-TZVPD def2/J DEFGRID3
* xyz 0 1
C 0.82 0.57 0.86
C -0.81 -0.57 -0.87
H 1.49 1.30 0.26
H 0.04 0.64 1.61
H 1.41 -0.20 1.16
H -0.93 -1.24 -0.09
H -0.56 -0.75 -1.93
H -1.54 0.22 -0.90
*
```

These are the Löwdin partial charges, in e, on atoms 1 to 2: C 0.04; C 0.06

---

x | The following is a quantum chemistry calculation of a single C2H6 molecule, from OMol25.

Properties
HOMO ... -11.00 eV
SMILES string ... CC
Orbital gap ... 12.251 eV

```
! RIJCOSX wB97M-V def2-TZVPD def2/J DEFGRID3
* xyz 0 1
C -0.50 0.31 0.48
C 0.44 -0.28 -0.53
H -1.23 -0.30 0.77
H -0.04 0.12 1.48
H -0.79 1.21 0.15
H 0.76 -1.06 -0.07
H 1.53 0.36 -0.43
H 0.11 -0.50 -1.56
*
```

These are the Löwdin partial charges, in e, on atoms 1 to 2: C -0.16; C -0.16

---

According to the calculations, the structures order from most to least stable as x, w.

---

w | The following is a quantum chemistry calculation of 2 unconnected molecules or ions with the total composition C11H16NO, from OMol25.

Properties
HOMO (alpha / beta) ... -11.05 / -11.39 eV
Orbital gap (alpha / beta) ... 7.148 / 7.005 eV

```
! RIJCOSX wB97M-V def2-TZVPD def2/J DEFGRID3
* xyz 1 1
C 2.82 -1.39 0.46
C 1.88 -2.01 -0.40
C 1.05 -0.07 1.40
C 2.46 -0.33 1.34
C 0.55 -1.66 -0.32
C -0.75 -2.34 -0.91
C -1.90 -1.51 -0.27
C -1.18 -0.55 0.63
C 3.40 0.47 2.12
C -2.82 1.96 -2.06
C -2.88 0.97 1.17
N 0.19 -0.75 0.61
O -1.67 0.54 1.14
H 3.82 -1.69 0.55
H 2.16 -2.71 -1.15
H 0.63 0.49 2.24
H -0.78 -2.43 -2.01
H -0.81 -3.36 -0.54
H -2.55 -0.89 -0.81
H -2.56 -2.31 0.33
H 3.22 0.28 3.13
H 4.42 0.34 1.97
H 3.03 1.55 2.10
H -3.36 1.51 -2.85
H -3.45 1.76 -1.14
H -1.79 1.62 -2.14
H -3.86 0.57 0.82
H -2.90 2.98 -2.30
H -2.89 1.93 1.61
*
```

These are the Löwdin partial charges, in e, on atoms 1 to 2: C 0.05; C 0.04

---

x | The following is a quantum chemistry calculation of a gas-phase ion, C11H16NO (charge +1), from OMol25.

Properties
HOMO ... -12.94 eV
SMILES string ... C[N@@H+]1CCC[C@@]1(O)c1ccccc1
Orbital gap ... 10.190 eV

```
! RIJCOSX wB97M-V def2-TZVPD def2/J DEFGRID3
* xyz 1 1
C -2.04 1.49 0.13
N -1.32 0.35 -0.54
C -2.33 -0.59 -1.28
C -1.45 -1.81 -1.62
C -0.44 -1.90 -0.47
C -0.48 -0.52 0.41
O -1.26 -0.68 1.50
C 0.94 0.09 0.58
C 1.80 0.15 -0.54
C 3.03 0.67 -0.39
C 3.48 1.23 0.76
C 2.61 1.22 1.86
C 1.34 0.64 1.77
H -2.27 0.91 1.10
H -1.33 2.21 0.41
H -2.84 1.97 -0.31
H -0.70 0.87 -1.27
H -2.63 0.02 -2.12
H -3.07 -0.78 -0.50
H -1.13 -1.82 -2.66
H -2.11 -2.65 -1.62
H -0.69 -2.78 0.15
H 0.55 -1.88 -0.93
H -0.81 -0.90 2.26
H 1.55 -0.18 -1.53
H 3.57 0.71 -1.33
H 4.35 1.69 0.86
H 2.99 1.75 2.74
H 0.68 0.54 2.56
*
```

These are the Löwdin partial charges, in e, on atoms 1 to 2: C 0.03; N -0.07

---

According to the calculations, the structures order from most to least stable as x, w.

---

w | The following is a quantum chemistry calculation of a molecular structure, C18H22BrN8O13SV, from OMol25.

Properties
⟨S²⟩ ... 0.780
HOMO (alpha / beta) ... -12.71 / -13.00 eV
Orbital gap (alpha / beta) ... 7.672 / 7.993 eV

```
! RIJCOSX wB97M-V def2-TZVPD def2/J DEFGRID3
* xyz 1 2
V 0.43 -0.05 -0.34
C 1.63 -4.00 1.40
C 1.49 -2.66 0.77
N 0.39 -2.01 0.68
O -0.70 -2.62 1.25
C 2.61 -1.92 0.11
C 4.02 -2.37 -0.01
N 2.11 -0.86 -0.36
O 2.29 0.25 -0.97
H 0.78 -4.63 1.13
H 1.62 -3.90 2.49
H 2.56 -4.48 1.10
H -1.46 -2.28 0.74
H 4.39 -2.71 0.95
H 4.64 -1.56 -0.38
H 4.08 -3.21 -0.71
Br -0.41 -1.30 -2.20
O -1.74 3.65 6.29
N -2.35 2.99 5.48
O -3.53 2.75 5.49
C -1.56 2.41 4.37
C -2.19 1.64 3.44
C -1.44 1.11 2.40
C -0.04 1.31 2.27
O 0.66 0.75 1.36
C 0.54 2.15 3.27
C -0.20 2.67 4.30
N 1.97 2.50 3.23
O 2.45 2.96 4.24
O 2.59 2.28 2.21
N -2.14 0.29 1.45
O -1.60 -0.03 0.35
O -3.25 -0.08 1.69
H -3.25 1.45 3.51
H 0.28 3.29 5.04
C -4.93 6.70 -0.73
C -4.75 6.86 -2.23
S -3.83 5.54 -2.98
O -3.61 5.85 -4.37
O -4.44 4.28 -2.62
C -2.23 5.57 -2.18
C -1.34 4.61 -2.98
N -0.54 3.72 -2.12
C -0.85 2.43 -1.88
N 0.10 1.88 -1.12
C 1.04 2.85 -0.85
C 0.64 3.98 -1.47
N 1.30 5.26 -1.43
O 2.36 5.30 -0.86
O 0.74 6.20 -1.97
C -2.08 1.78 -2.39
H -5.57 7.49 -0.35
H -3.98 6.77 -0.20
H -5.39 5.74 -0.50
H -4.23 7.78 -2.51
H -5.70 6.84 -2.77
H -2.39 5.21 -1.16
H -1.83 6.58 -2.16
H -0.67 5.16 -3.63
H -1.94 3.96 -3.61
H 1.91 2.68 -0.24
H -2.94 2.45 -2.34
H -2.29 0.88 -1.81
H -1.95 1.47 -3.43
*
```

These are the Löwdin partial charges, in e, on atoms 1 to 2: V 0.70; C 0.03

---

x | The following is a quantum chemistry calculation of a molecular structure, C18H22BrN8O13SV, from OMol25.

Properties
⟨S²⟩ ... 0.785
HOMO (alpha / beta) ... -12.63 / -12.66 eV
Orbital gap (alpha / beta) ... 7.185 / 7.630 eV

```
! RIJCOSX wB97M-V def2-TZVPD def2/J DEFGRID3
* xyz 1 2
V -2.44 0.39 0.28
C -3.52 4.78 0.14
C -3.35 3.32 0.30
N -2.36 2.61 -0.12
O -1.38 3.30 -0.78
C -4.40 2.47 0.95
C -5.67 2.95 1.55
N -4.01 1.27 0.86
O -4.26 0.06 1.14
H -2.60 5.25 -0.21
H -3.82 5.23 1.09
H -4.31 4.98 -0.58
H -0.97 2.64 -1.36
H -5.47 3.57 2.42
H -6.28 2.10 1.86
H -6.23 3.55 0.83
Br -2.92 0.17 -2.00
O 1.05 -3.40 5.64
N 0.69 -4.06 4.70
O 0.82 -5.26 4.57
C -0.07 -3.36 3.65
C -0.56 -4.09 2.56
C -1.23 -3.43 1.57
C -1.49 -2.02 1.60
O -2.15 -1.48 0.64
C -1.03 -1.36 2.78
C -0.31 -2.03 3.78
N -1.34 0.00 3.07
O -1.08 0.46 4.14
O -1.90 0.75 2.21
N -1.73 -4.25 0.46
O -1.59 -3.83 -0.67
O -2.22 -5.31 0.76
H -0.41 -5.16 2.50
H 0.03 -1.50 4.65
C 4.00 0.05 -5.44
C 5.01 -0.53 -4.47
S 4.27 -1.21 -3.01
O 5.31 -1.76 -2.17
O 3.15 -2.04 -3.38
C 3.57 0.18 -2.11
C 3.04 -0.39 -0.80
N 1.81 0.27 -0.34
C 0.56 -0.15 -0.61
N -0.33 0.59 0.08
C 0.39 1.52 0.78
C 1.70 1.32 0.54
N 2.79 2.13 1.01
O 2.51 2.95 1.85
O 3.85 2.05 0.41
C 0.24 -1.24 -1.56
H 4.51 0.36 -6.35
H 3.49 0.92 -5.03
H 3.25 -0.70 -5.71
H 5.75 0.20 -4.12
H 5.55 -1.38 -4.89
H 2.76 0.58 -2.73
H 4.33 0.94 -1.95
H 3.79 -0.30 -0.01
H 2.81 -1.45 -0.91
H -0.06 2.27 1.41
H -0.04 -0.80 -2.53
H -0.60 -1.83 -1.22
H 1.09 -1.89 -1.75
*
```

These are the Löwdin partial charges, in e, on atoms 1 to 2: V 0.68; C 0.03

---

According to the calculations, the structures order from most to least stable as w, x.

---

w | The following is a quantum chemistry calculation of 2 unconnected molecules or ions with the total composition C3H9NO2S2, from OMol25.

Properties
HOMO ... -9.25 eV
SMILES string ... N[C@H](C=O)CSS.O
Orbital gap ... 9.622 eV

```
! RIJCOSX wB97M-V def2-TZVPD def2/J DEFGRID3
* xyz 0 1
N -0.83 -0.76 0.68
C 0.29 -1.25 -0.10
C 1.18 -2.05 0.84
O 2.33 -2.23 0.51
C 1.10 -0.21 -0.88
S 0.18 0.64 -2.22
S -1.04 2.08 -1.63
H -0.79 0.19 1.03
H -1.67 -0.62 0.12
H 0.02 -1.95 -0.91
H 0.73 -2.53 1.72
H 1.78 -0.76 -1.55
H 1.73 0.46 -0.30
H -2.18 1.47 -1.43
O -1.05 2.16 1.42
H -0.40 2.47 0.77
H -1.39 2.89 1.93
*
```

These are the Löwdin partial charges, in e, on atoms 1 to 2: N 0.04; C -0.43

---

x | The following is a quantum chemistry calculation of 2 unconnected molecules or ions with the total composition C3H9NO2S2, from OMol25.

Properties
HOMO ... -8.82 eV
SMILES string ... N[C@H](C=O)CSS.O
Orbital gap ... 9.481 eV

```
! RIJCOSX wB97M-V def2-TZVPD def2/J DEFGRID3
* xyz 0 1
N 0.91 -1.02 -0.25
C 0.25 -0.40 0.84
C -1.14 -1.02 1.20
O -1.77 -1.72 0.46
C 0.11 1.11 0.72
S 1.72 1.91 1.08
S 2.74 1.84 -0.65
H 1.51 -1.80 -0.08
H 0.44 -0.99 -1.14
H 0.78 -0.66 1.77
H -1.49 -0.74 2.21
H -0.62 1.55 1.41
H -0.30 1.32 -0.27
H 2.71 3.14 -1.03
O -1.61 -0.59 -2.09
H -2.41 -0.56 -2.65
H -1.82 -1.37 -1.54
*
```

These are the Löwdin partial charges, in e, on atoms 1 to 2: N 0.06; C -0.48

---

y | The following is a quantum chemistry calculation of 2 unconnected molecules or ions with the total composition C3H9NO2S2, from OMol25.

Properties
HOMO ... -9.14 eV
SMILES string ... O=CNCCSS.O
Orbital gap ... 9.006 eV

```
! RIJCOSX wB97M-V def2-TZVPD def2/J DEFGRID3
* xyz 0 1
O 2.72 -1.98 -0.33
C 1.74 -1.43 0.09
N 0.74 -0.98 -0.75
C -0.27 -0.06 -0.29
C -1.66 -0.66 -0.03
S -2.68 0.81 0.44
S -4.69 0.13 -0.22
H 1.48 -1.14 1.13
H 0.99 -0.91 -1.72
H -0.12 0.28 0.75
H -0.34 0.82 -0.93
H -1.81 -1.42 0.75
H -2.18 -1.03 -0.92
H -5.13 0.13 1.03
O 3.56 2.12 0.43
H 3.22 2.86 -0.08
H 4.43 2.48 0.64
*
```

These are the Löwdin partial charges, in e, on atoms 1 to 2: O 0.04; C -0.35

---

According to the calculations, the structures order from most to least stable as x, y, w.